1:
# C3H4O2S

3 unconnected molecules or ions with the total composition C3H4O2S (wB97M-V/def2-TZVPD, the Open Molecules 2025 dataset).

```
10
C3H4O2S | the Open Molecules 2025 dataset | wB97M-V/def2-TZVPD
C -1.18 0.69 -0.68
C 0.07 0.69 -0.61
C 1.16 1.64 -0.61
O -0.85 -2.13 2.44
O -0.07 -2.81 0.27
S -1.13 -2.83 1.22
H -2.56 -1.01 -0.14
H 1.86 1.46 -1.37
H 1.72 1.66 0.32
H 0.98 2.63 -0.83
```

Values from the calculation:
E_LUMO (spin up / spin down) ... -2.58 / -1.98 eV
HOMO level (spin up / spin down) ... -10.1 / -10.4 eV
Charge ... 0
Frontier orbital gap (spin up / spin down) ... 7.50 / 8.43 eV

natural (NBO) atomic charge list, values in e, 4 entries: number 1, C, carries 0.003; number 2, C, carries -0.100; number 3, C, carries -0.704; number 4, O, carries -0.825

=====

2:
# C3H4O2S

A single C3H4O2S molecule (wB97M-V/def2-TZVPD, the Open Molecules 2025 dataset).

```
10
C3H4O2S | the Open Molecules 2025 dataset | wB97M-V/def2-TZVPD
C -1.26 -0.47 -0.51
C -0.62 0.76 0.09
C 1.56 -0.16 0.30
H -0.93 -0.77 -1.56
H -0.55 0.59 1.18
H -1.08 1.66 -0.26
H 1.03 -0.58 1.19
O -1.98 -1.21 0.09
O 0.78 0.76 -0.35
S 3.04 -0.59 -0.17
```

Values from the calculation:
E_LUMO ... -0.07 eV
HOMO level ... -9.3 eV
Charge ... 0
Frontier orbital gap ... 9.19 eV
SMILES ... O=CCOC=S

natural (NBO) atomic charge list, values in e, 4 entries: number 1, C, carries 0.403; number 2, C, carries -0.178; number 3, C, carries 0.005; number 4, H, carries 0.126

=====

3:
# C3H4O2S

2 unconnected molecules or ions with the total composition C3H4O2S (wB97M-V/def2-TZVPD, the Open Molecules 2025 dataset).

```
10
C3H4O2S | the Open Molecules 2025 dataset | wB97M-V/def2-TZVPD
C 0.51 0.98 -0.03
C -2.19 -1.22 -0.32
C 0.84 -0.29 0.10
O -2.90 -0.62 0.41
O 1.41 2.01 -0.12
S 2.22 -1.24 -0.07
H -0.53 1.25 0.00
H -2.48 -1.93 -1.11
H 0.96 2.86 -0.02
H 2.15 -1.80 1.16
```

Values from the calculation:
E_LUMO (spin up / spin down) ... -0.12 / 0.20 eV
HOMO level (spin up / spin down) ... -8.3 / -7.9 eV
Charge ... 0
Frontier orbital gap (spin up / spin down) ... 8.23 / 8.05 eV

natural (NBO) atomic charge list, values in e, 4 entries: number 1, C, carries 0.041; number 2, C, carries 0.362; number 3, C, carries -0.289; number 4, O, carries -0.470

=====

Relative stability in kJ/mol, measured from the most stable structure: 1 657.2; 2 0.0; 3 338.3

=====

1:
# C4H9N

A gas-phase ion, C4H9N (charge -1) (wB97M-V/def2-TZVPD, the Open Molecules 2025 dataset).

```
14
C4H9N | the Open Molecules 2025 dataset | wB97M-V/def2-TZVPD
C 1.33 0.22 1.84
C 0.37 0.52 0.67
C 0.04 -0.75 -0.11
C -1.13 0.42 -1.77
N -1.12 -0.64 -0.98
H 1.16 -0.80 2.19
H 2.38 0.33 1.56
H 1.19 0.93 2.65
H 0.75 1.28 -0.01
H -0.57 0.83 1.15
H -0.27 -1.55 0.56
H 0.91 -1.04 -0.74
H -0.35 1.17 -1.88
H -1.97 0.55 -2.46
```

Values from the calculation:
E_LUMO (spin up / spin down) ... 4.30 / 4.18 eV
2S+1 ... 2
HOMO level (spin up / spin down) ... 1.0 / -3.6 eV
Charge ... -1
Frontier orbital gap (spin up / spin down) ... 3.28 / 7.80 eV
Expectation value of S² ... 0.753

natural (NBO) atomic charge list, values in e, 4 entries: number 1, C, carries -0.619; number 2, C, carries -0.428; number 3, C, carries -0.309; number 4, C, carries -0.478

=====

2:
# C4H9N

2 unconnected molecules or ions with the total composition C4H9N (wB97M-V/def2-TZVPD, the Open Molecules 2025 dataset).

```
14
C4H9N | the Open Molecules 2025 dataset | wB97M-V/def2-TZVPD
C 2.07 0.92 1.86
C 0.94 1.57 2.04
H 2.11 0.09 1.17
H 3.02 1.30 2.24
H 0.02 1.34 1.52
H 0.88 2.47 2.63
C -1.10 0.22 -1.67
C -1.08 -1.11 -1.83
N -0.99 -2.07 -0.86
H -1.11 0.71 -0.71
H -1.24 0.87 -2.53
H -1.13 -1.49 -2.84
H -1.16 -3.04 -1.10
H -1.22 -1.78 0.08
```

Values from the calculation:
E_LUMO (spin up / spin down) ... 3.99 / 3.80 eV
2S+1 ... 2
HOMO level (spin up / spin down) ... 1.4 / -4.0 eV
Charge ... -1
Frontier orbital gap (spin up / spin down) ... 2.57 / 7.79 eV
Expectation value of S² ... 0.750

natural (NBO) atomic charge list, values in e, 4 entries: number 1, C, carries -0.433; number 2, C, carries -0.420; number 3, H, carries 0.201; number 4, H, carries 0.178

=====

Relative stability in kJ/mol, measured from the most stable structure: 1 0.0; 2 80.1

=====

1:
# C3HO3

A gas-phase ion, C3HO3 (charge -1) (wB97M-V/def2-TZVPD, the Open Molecules 2025 dataset).

```
7
C3HO3 | the Open Molecules 2025 dataset | wB97M-V/def2-TZVPD
C -1.27 -0.09 -0.23
C 0.08 0.37 -0.16
C 1.32 0.38 0.38
O 2.27 0.76 1.02
O 1.20 -0.83 -0.29
O -2.35 0.39 0.03
H -1.24 -0.98 -0.75
```

Values from the calculation:
E_LUMO ... 4.32 eV
HOMO level ... -3.4 eV
Charge ... -1
Frontier orbital gap ... 7.74 eV
SMILES ... O=C1O/C1=C/[O-]

natural (NBO) atomic charge list, values in e, 4 entries: number 1, C, carries 0.301; number 2, C, carries -0.168; number 3, C, carries 0.697; number 4, O, carries -0.653

=====

2:
# C3HO3

A gas-phase ion, C3HO3 (charge -1) (wB97M-V/def2-TZVPD, the Open Molecules 2025 dataset).

```
7
C3HO3 | the Open Molecules 2025 dataset | wB97M-V/def2-TZVPD
C -1.24 0.54 1.07
C -0.49 0.28 0.10
C 0.36 1.66 -0.31
O 1.30 2.03 0.35
O -1.82 0.79 2.22
O -0.24 2.01 -1.30
H -0.18 -0.57 -0.56
```

Values from the calculation:
E_LUMO ... 4.24 eV
HOMO level ... -4.0 eV
Charge ... -1
Frontier orbital gap ... 8.25 eV
SMILES ... O=C=CC(=O)[O-]

natural (NBO) atomic charge list, values in e, 4 entries: number 1, C, carries 0.592; number 2, C, carries -0.634; number 3, C, carries 0.839; number 4, O, carries -0.698

=====

Relative stability in kJ/mol, measured from the most stable structure: 1 106.3; 2 0.0

=====

1:
# C8H11N4

2 unconnected molecules or ions with the total composition C8H11N4 (wB97M-V/def2-TZVPD, the Open Molecules 2025 dataset).

```
23
C8H11N4 | the Open Molecules 2025 dataset | wB97M-V/def2-TZVPD
C -0.06 -1.16 -0.81
C 1.74 0.03 -1.85
C -0.46 0.04 -0.26
C 1.40 1.24 -1.24
C 1.06 -1.21 -1.62
C 0.30 1.21 -0.41
C -1.42 0.97 3.60
C 1.11 -2.29 -2.67
N -1.14 3.70 1.86
N -0.74 2.96 1.05
N -1.68 1.27 2.42
N -0.16 2.33 0.29
H -0.55 -2.06 -0.82
H 2.57 -0.16 -2.53
H -1.40 0.11 0.34
H 1.80 2.18 -1.34
H -0.63 1.62 3.93
H 0.31 -2.18 -3.35
H 2.04 -2.32 -3.09
H 0.96 -3.19 -2.15
H -2.06 4.01 2.12
H -2.44 0.63 2.19
H -1.86 0.31 4.32
```

Values from the calculation:
E_LUMO ... -4.48 eV
HOMO level ... -12.8 eV
Charge ... +1
Frontier orbital gap ... 8.29 eV

natural (NBO) atomic charge list, values in e, 4 entries: number 1, C, carries -0.196; number 2, C, carries -0.195; number 3, C, carries -0.162; number 4, C, carries -0.159

=====

2:
# C8H11N4

2 unconnected molecules or ions with the total composition C8H11N4 (wB97M-V/def2-TZVPD, the Open Molecules 2025 dataset).

```
23
C8H11N4 | the Open Molecules 2025 dataset | wB97M-V/def2-TZVPD
C 1.04 0.63 3.68
C -0.31 0.99 3.56
C 1.76 -0.01 2.67
C -1.08 0.66 2.43
C 1.01 -0.44 1.57
C -0.45 -0.06 1.39
C -0.01 -1.71 -2.84
C -0.99 1.25 -3.35
N -0.93 -0.13 0.20
N -1.07 -0.92 -2.67
N 0.77 -2.18 -1.91
N -1.64 0.12 -2.97
H 1.60 1.16 4.46
H -0.75 1.46 4.46
H 2.80 -0.14 2.72
H -2.14 0.96 2.25
H 1.38 -1.05 0.88
H 0.10 -1.96 -3.87
H -1.47 1.79 -4.22
H 0.03 1.18 -3.57
H -0.99 1.93 -2.43
H 1.59 -2.69 -2.21
H -0.26 -0.83 -0.23
```

Values from the calculation:
E_LUMO ... -7.24 eV
HOMO level ... -11.4 eV
Charge ... +1
Frontier orbital gap ... 4.14 eV

natural (NBO) atomic charge list, values in e, 4 entries: number 1, C, carries 0.039; number 2, C, carries -0.253; number 3, C, carries -0.261; number 4, C, carries -0.016

=====

3:
# C8H11N4

2 unconnected molecules or ions with the total composition C8H11N4 (wB97M-V/def2-TZVPD, the Open Molecules 2025 dataset).

```
23
C8H11N4 | the Open Molecules 2025 dataset | wB97M-V/def2-TZVPD
C 3.44 -0.53 0.36
C 2.45 -1.28 -0.28
C 2.00 1.22 0.69
C 1.07 0.58 -0.19
C -1.58 -1.52 0.40
C -1.95 -0.59 1.47
C -1.47 0.41 -0.54
C -1.74 1.50 -1.59
N 3.20 0.69 0.82
N 1.33 -0.63 -0.64
N -1.25 -0.92 -0.75
N -1.94 0.65 0.66
H 4.46 -0.94 0.65
H 2.55 -2.39 -0.63
H 1.87 2.28 0.95
H -1.57 -2.56 0.34
H -2.78 -0.98 2.06
H -0.98 -0.46 2.14
H -1.27 1.08 -2.55
H -1.47 2.53 -1.37
H -2.84 1.39 -1.81
H -2.11 1.56 0.95
H 0.58 -1.10 -1.12
```

Values from the calculation:
E_LUMO (spin up / spin down) ... -4.72 / -4.72 eV
HOMO level (spin up / spin down) ... -11.8 / -11.8 eV
Charge ... +1
Frontier orbital gap (spin up / spin down) ... 7.10 / 7.11 eV

natural (NBO) atomic charge list, values in e, 4 entries: number 1, C, carries -0.027; number 2, C, carries 0.016; number 3, C, carries -0.042; number 4, C, carries -0.032

=====

Relative stability in kJ/mol, measured from the most stable structure: 1 201.2; 2 268.9; 3 0.0

=====

1:
# C3H3Br2ClO

A molecular structure, C3H3Br2ClO (wB97M-V/def2-TZVPD, the Open Molecules 2025 dataset).

```
10
C3H3Br2ClO | the Open Molecules 2025 dataset | wB97M-V/def2-TZVPD
C 2.34 0.44 0.05
C 3.70 -0.12 0.04
C 0.12 -0.03 0.68
O 1.35 -0.41 0.02
Cl 2.27 2.20 0.03
Br 5.12 1.10 -0.07
Br 4.13 -1.89 0.15
H 0.37 0.98 1.28
H -0.17 -0.89 1.33
H -0.69 0.08 -0.13
```

Values from the calculation:
E_LUMO ... 0.60 eV
HOMO level ... -8.2 eV
Charge ... 0
Frontier orbital gap ... 8.78 eV

natural (NBO) atomic charge list, values in e, 4 entries: number 1, C, carries 0.251; number 2, C, carries -0.389; number 3, C, carries -0.276; number 4, O, carries -0.488

=====

2:
# C3H3Br2ClO

A molecular structure, C3H3Br2ClO (wB97M-V/def2-TZVPD, the Open Molecules 2025 dataset).

```
10
C3H3Br2ClO | the Open Molecules 2025 dataset | wB97M-V/def2-TZVPD
C -0.69 -1.10 0.67
C 1.04 0.61 -0.08
C -0.39 0.31 -0.49
O -0.78 -0.96 1.84
Cl -0.83 -2.59 -0.12
Br -1.13 -0.08 -2.25
Br -1.55 1.80 0.25
H 1.59 1.43 -0.61
H 1.72 -0.30 -0.19
H 1.03 0.88 0.99
```

Values from the calculation:
E_LUMO ... 0.07 eV
HOMO level ... -10.1 eV
Charge ... 0
Frontier orbital gap ... 10.22 eV

natural (NBO) atomic charge list, values in e, 4 entries: number 1, C, carries 0.489; number 2, C, carries -0.709; number 3, C, carries -0.211; number 4, O, carries -0.492

=====

Relative stability in kJ/mol, measured from the most stable structure: 1 104.3; 2 0.0

=====

1:
# C2H10NO3

3 unconnected molecules or ions with the total composition C2H10NO3 (wB97M-V/def2-TZVPD, the Open Molecules 2025 dataset).

```
16
C2H10NO3 | the Open Molecules 2025 dataset | wB97M-V/def2-TZVPD
O -2.38 0.47 0.81
C -1.79 1.46 0.48
C -0.29 1.40 0.30
N 0.20 0.07 0.71
H -2.34 2.39 0.28
H 0.20 2.21 0.86
H -0.05 1.62 -0.74
H 1.23 -0.02 0.58
H -0.18 -0.62 0.01
H -0.10 -0.21 1.64
H -1.87 -1.50 -1.56
H -0.73 -2.48 -1.31
O -0.97 -1.54 -1.22
H 3.50 -0.47 -0.34
H 2.91 -1.86 -0.28
O 2.65 -0.92 -0.21
```

Values from the calculation:
E_LUMO ... -3.09 eV
HOMO level ... -14.5 eV
Charge ... +1
Frontier orbital gap ... 11.40 eV

natural (NBO) atomic charge list, values in e, 4 entries: number 1, O, carries -0.496; number 2, C, carries 0.413; number 3, C, carries -0.345; number 4, N, carries -0.713

=====

2:
# C2H10NO3

3 unconnected molecules or ions with the total composition C2H10NO3 (wB97M-V/def2-TZVPD, the Open Molecules 2025 dataset).

```
16
C2H10NO3 | the Open Molecules 2025 dataset | wB97M-V/def2-TZVPD
O 1.04 -1.52 2.28
C 1.82 -1.50 1.37
C 1.43 -0.96 0.03
N 0.08 -0.34 0.11
H 2.88 -1.76 1.51
H 2.07 -0.09 -0.16
H 1.60 -1.57 -0.82
H -0.26 0.38 0.78
H -0.19 -0.10 -0.84
H -0.48 -1.13 0.45
H -1.70 1.44 -3.38
H -2.62 0.39 -2.77
O -1.72 0.72 -2.75
H -1.65 2.53 0.90
H -1.18 1.77 2.12
O -1.12 1.76 1.16
```

Values from the calculation:
E_LUMO ... -3.13 eV
HOMO level ... -14.8 eV
Charge ... +1
Frontier orbital gap ... 11.65 eV

natural (NBO) atomic charge list, values in e, 4 entries: number 1, O, carries -0.488; number 2, C, carries 0.421; number 3, C, carries -0.339; number 4, N, carries -0.697

=====

Relative stability in kJ/mol, measured from the most stable structure: 1 0.0; 2 63.8